Molecular formula: C66H73N3O5Se2SiTeV
Method: DFT, the ωB97M-V functional and the def2-TZVPD basis

Properties
Orbital gap (spin up / spin down) ... 5.062 / 6.149 eV
Multiplicity ... 4
Total charge ... -2
LUMO (spin up / spin down) ... 0.14168 / 0.14153 Ha
Calculated total energy ... -255892.062 eV
Largest force on an atom ... 1.216 eV/A
⟨S²⟩ ... 3.760

Element x y z (Å)
V -0.13589 0.73338 -0.14653
C -0.19848 -3.21375 6.22290
C -0.32171 -4.12305 5.00111
C 0.88765 -5.06887 4.98747
C -1.60351 -4.95415 5.15253
C -0.36834 -3.32417 3.70011
C -0.21588 -1.94826 3.63722
C -0.24277 -1.29045 2.41904
Se 0.13080 0.60175 2.36358
C 2.05001 0.49513 2.29580
C 2.78662 0.45732 3.45584
C 4.17907 0.38245 3.41821
C 4.75951 0.43343 2.15557
C 4.05477 0.50999 0.95363
C 2.63245 0.44853 0.99585
O 1.88550 0.33515 -0.05000
C 4.88939 0.65425 -0.33262
C 5.87445 1.82316 -0.16444
C 5.68049 -0.63923 -0.56983
C 4.07714 0.95219 -1.59731
C 4.97812 0.27168 4.71595
C 4.70041 1.49042 5.60656
C 6.48311 0.19932 4.46228
C 4.56111 -0.99802 5.47124
C -0.46522 -1.94724 1.17433
O -0.55448 -1.28260 0.07112
C -0.57996 -3.37666 1.23434
C -0.52165 -3.98519 2.47808
C -0.64724 -4.30547 0.00242
C 0.73983 -4.93706 -0.18168
C -1.02172 -3.61353 -1.31174
C -1.68313 -5.41863 0.22098
H -0.19669 -3.81955 7.13373
H 0.72805 -2.63659 6.20091
H -1.03204 -2.51094 6.28406
H 0.94190 -5.64433 5.91806
H 0.82830 -5.77244 4.15524
H 1.81228 -4.49943 4.87470
H -1.59146 -5.51507 6.09333
H -2.48114 -4.30398 5.14618
H -1.71622 -5.66708 4.33422
H -0.06455 -1.35871 4.53339
H 2.25955 0.47969 4.40531
H 5.84071 0.42265 2.09044
H 6.58873 1.65983 0.64510
H 6.44374 1.96456 -1.08836
H 5.33065 2.74557 0.04872
H 6.34048 -0.86754 0.27097
H 4.99564 -1.48029 -0.69753
H 6.29253 -0.55516 -1.47423
H 3.44199 1.82995 -1.47614
H 4.78235 1.13005 -2.41808
H 3.42521 0.13153 -1.86975
H 4.96749 2.41237 5.08612
H 3.64342 1.55332 5.86891
H 5.27918 1.43453 6.53491
H 6.84882 1.09203 3.95046
H 7.01191 0.11848 5.41655
H 6.74508 -0.67023 3.85592
H 3.49522 -0.98683 5.70438
H 4.75310 -1.88533 4.86444
H 5.11715 -1.08966 6.41059
H -0.59677 -5.06750 2.50460
H 1.48890 -4.16013 -0.34798
H 1.03444 -5.51003 0.70211
H 0.74380 -5.60512 -1.04956
H -0.29743 -2.86243 -1.60206
H -1.07203 -4.37966 -2.09624
H -1.98718 -3.11545 -1.24300
H -1.42328 -6.09109 1.04098
H -2.66435 -4.99117 0.43032
H -1.75597 -6.02537 -0.68701
O -0.68194 3.77669 1.12587
N 0.11568 3.80037 0.18995
O 0.37766 2.67779 -0.31391
Te -2.77206 1.16368 0.75085
C -3.59870 -0.78032 0.85108
C -3.99724 -1.41101 -0.32349
C -4.62175 -2.64813 -0.26973
C -4.83241 -3.27238 0.95465
C -4.40315 -2.66149 2.12244
C -3.78953 -1.41329 2.07203
C -4.76665 1.76493 0.24596
C -5.20967 1.80128 -1.07125
C -6.52836 2.11873 -1.36433
C -7.42077 2.40887 -0.34027
C -6.98470 2.38085 0.97663
C -5.66220 2.06200 1.26761
H -3.81770 -0.94089 -1.28462
H -4.93083 -3.12611 -1.19206
H -5.31816 -4.24063 0.99358
H -4.54284 -3.15221 3.07865
H -3.45035 -0.94022 2.98537
H -4.51930 1.57204 -1.87256
H -6.85723 2.14409 -2.39663
H -8.45164 2.65283 -0.56850
H -7.67507 2.60454 1.78200
H -5.32672 2.04073 2.29789
C -2.61793 5.90314 0.47634
N -1.62157 5.94877 -0.57241
C -1.66175 5.16349 -1.67853
Se -2.99006 4.04940 -2.19205
N -0.50597 5.39284 -2.35352
C 0.28742 6.29494 -1.67912
C 1.52560 6.83935 -1.95529
C 2.03178 7.77143 -1.05964
C 1.30810 8.14595 0.07624
C 0.06288 7.59498 0.34951
C -0.43162 6.65998 -0.53904
H -2.84455 4.86246 0.69763
H -3.52400 6.41973 0.15867
H -2.19963 6.37352 1.36252
H -0.26527 4.83678 -3.15916
H 2.07858 6.54767 -2.83872
H 3.00553 8.20750 -1.23961
H 1.72697 8.87432 0.75842
H -0.49437 7.87995 1.23177
O -0.40460 0.66810 -2.14974
Si -0.62674 0.07597 -3.58261
C 0.54414 -1.36006 -3.94063
C 1.54251 -1.60573 -2.99171
C 2.46969 -2.62506 -3.17329
C 2.41094 -3.42615 -4.30505
C 1.42802 -3.19855 -5.26122
C 0.51053 -2.17104 -5.07799
C -0.24242 1.40357 -4.87560
C 0.66223 2.40480 -4.50331
C 1.04630 3.39945 -5.39325
C 0.52657 3.41792 -6.68279
C -0.37619 2.43782 -7.07100
C -0.75345 1.44354 -6.17324
C -2.38441 -0.50419 -3.95009
C -3.39565 0.45685 -4.07349
C -4.71837 0.09547 -4.29171
C -5.06291 -1.24793 -4.38754
C -4.07884 -2.21900 -4.26747
C -2.75524 -1.84604 -4.05375
H 1.56596 -1.00347 -2.08818
H 3.23182 -2.79726 -2.42151
H 3.12432 -4.23174 -4.43969
H 1.37743 -3.82235 -6.14693
H -0.24626 -2.00108 -5.83896
H 1.05399 2.39377 -3.48943
H 1.75295 4.16217 -5.08257
H 0.82101 4.19542 -7.37854
H -0.79102 2.45058 -8.07280
H -1.47000 0.69170 -6.49060
H -3.13815 1.50950 -3.98755
H -5.48324 0.85908 -4.37742
H -6.09629 -1.53478 -4.54616
H -4.34098 -3.26954 -4.32632
H -2.00005 -2.61590 -3.94572

Cartesian forces (eV/Å) of the 6 atoms listed first:
V 0.10 -0.49 -0.73
C 0.00 0.02 0.04
C -0.03 0.02 -0.06
C 0.02 -0.01 0.00
C -0.03 0.00 0.02
C 0.04 -0.01 0.03

---

Molecular formula: C66H76N8O34
Method: DFT, the ωB97M-V functional and the def2-TZVPD basis

Properties
Orbital gap ... 8.296 eV
LUMO ... -0.04552 Ha
Calculated total energy ... -151185.565 eV
Largest force on an atom ... 5.045 eV/A

Element x y z (Å)
C -6.15502 -2.55505 3.59562
O -5.38543 -1.44885 3.26927
C -6.02770 -0.22973 3.29241
O -7.18564 0.00529 3.47268
O -5.07932 0.68218 2.91480
C -5.49627 1.98407 3.13449
H -5.68611 -3.45902 3.18816
H -7.21519 -2.45434 3.17734
H -6.22983 -2.71883 4.64733
H -6.29704 2.32373 2.43239
H -4.66606 2.59980 2.85761
H -5.84205 2.14704 4.17386
C -3.03868 -1.32192 5.69110
O -2.97916 -2.61228 5.08959
C -2.47985 -3.64787 5.70822
O -2.13221 -3.68931 6.85131
O -2.35460 -4.72722 4.87398
C -1.36568 -5.70217 5.12732
H -3.29414 -1.39414 6.72045
H -3.66875 -0.62110 5.12953
H -2.02687 -0.98494 5.66951
H -1.10136 -5.72105 6.16203
H -0.46058 -5.48224 4.53446
H -1.79560 -6.66481 4.76455
C -0.36128 -6.47235 1.43279
O -0.74302 -5.11101 1.66831
C -2.01499 -4.85114 1.36346
O -2.80012 -5.67098 1.11256
O -2.15072 -3.52267 1.45218
C -3.35877 -3.02089 0.87730
H 0.72234 -6.38337 1.44615
H -0.72952 -6.85912 0.50187
H -0.72769 -7.14092 2.23335
H -3.18085 -2.56314 -0.07794
H -3.76175 -2.26817 1.53370
H -4.08383 -3.75864 0.81362
C 5.87580 -0.21435 4.88292
O 5.92512 1.08418 4.21892
C 4.80415 1.54323 3.56529
O 4.80807 2.53377 2.89570
O 3.75748 0.60234 3.72691
C 2.64018 0.82228 2.91597
H 5.86380 -1.06042 4.14951
H 4.92065 -0.41871 5.41707
H 6.67891 -0.30864 5.55973
H 2.47336 1.88234 2.69738
H 1.76756 0.36649 3.43857
H 2.65753 0.14935 2.02186
C -1.74127 0.09972 2.68399
O -1.80907 0.27563 1.26331
C -0.67003 0.13769 0.66115
O 0.33842 -0.26134 1.15009
O -0.90091 0.59283 -0.58541
C 0.27250 0.55470 -1.47002
H -2.67357 0.28011 3.27172
H -0.96204 0.62782 3.16124
H -1.57344 -0.95923 2.91271
H 1.17640 0.48028 -0.88967
H 0.26461 1.50451 -1.99126
H 0.25954 -0.34595 -2.11803
C 2.23453 3.72237 -0.86908
O 0.87855 3.73390 -0.49622
C 0.60487 3.94101 0.83199
O 1.48360 4.07280 1.66936
O -0.69771 3.81501 1.07317
C -1.65496 4.19488 0.09317
H 2.74343 2.79857 -0.54939
H 2.68809 4.59388 -0.37836
H 2.24320 3.70773 -1.95447
H -1.44101 5.17435 -0.29103
H -2.61960 4.10240 0.54839
H -1.66991 3.50072 -0.74026
C 5.22305 0.13197 0.32560
C 6.40176 -0.29690 1.02481
C 6.88468 -1.55522 0.77075
C 6.20098 -2.36784 -0.15299
C 5.11835 -1.92080 -0.91615
C 4.59962 -0.70214 -0.58554
N 6.77512 -3.63122 -0.54917
O 6.07098 -4.41056 -1.23298
O 7.91273 -3.82307 -0.29226
H 4.96220 1.19466 0.45038
H 6.67942 0.46663 1.78749
H 7.68387 -2.05366 1.36477
H 4.69003 -2.60297 -1.66897
H 3.64791 -0.35351 -1.06188
C 2.44406 -3.57959 -1.41595
C 1.15858 -3.17862 -0.90212
C 0.14658 -2.77252 -1.81713
C 0.36648 -2.93434 -3.16599
C 1.59963 -3.38716 -3.72607
C 2.61700 -3.64522 -2.79408
N -0.81571 -2.54705 -3.95674
O -1.01714 -3.10673 -5.02325
O -1.54164 -1.69765 -3.50412
H 3.22124 -3.82989 -0.68192
H 1.03100 -3.05112 0.15028
H -0.79818 -2.31721 -1.51337
H 1.78027 -3.46267 -4.72898
H 3.57070 -3.87801 -3.20531
C 0.11713 5.09516 -8.28163
C 0.76030 4.47228 -7.20177
C 0.08991 4.19811 -5.97831
C -1.24271 4.53913 -5.91640
C -1.93119 5.10464 -6.96145
C -1.22392 5.41688 -8.13174
N -1.94680 4.32230 -4.67466
O -3.01074 4.87381 -4.53726
O -1.44031 3.55402 -3.86191
H 0.72862 5.32856 -9.14429
H 1.79762 4.31204 -7.27686
H 0.51816 3.65417 -5.09646
H -2.94024 5.34069 -6.72717
H -1.76095 6.00114 -8.85943
C 5.67190 -0.39338 -3.92572
C 5.07450 0.72596 -3.32221
C 3.77617 1.11827 -3.66266
C 3.11602 0.31083 -4.60220
C 3.62362 -0.84284 -5.12143
C 4.97876 -1.16226 -4.81006
N 1.76672 0.55769 -5.05989
O 1.13364 1.49445 -4.57277
O 1.32387 -0.10460 -5.98642
H 6.69544 -0.63072 -3.56030
H 5.50604 1.16132 -2.35121
H 3.27492 1.90376 -3.20344
H 3.02275 -1.46929 -5.71468
H 5.37488 -2.10255 -5.21713
C 0.96364 -2.17236 5.84395
C 2.32590 -2.34038 6.28923
C 3.23101 -2.60654 5.25795
C 2.78831 -2.87993 3.98407
C 1.44972 -2.81818 3.59415
C 0.55724 -2.34358 4.54360
N 3.84053 -3.29660 2.90771
O 3.40867 -3.44630 1.78282
O 5.03086 -3.38761 3.20469
H 0.29635 -1.73886 6.58832
H 2.56663 -2.06680 7.32761
H 4.32742 -2.56779 5.41692
H 1.05568 -3.08468 2.49624
H -0.47834 -2.13853 4.36472
C 1.79074 3.97841 4.90756
C 0.38352 3.95133 4.77674
C -0.38932 2.96910 5.38620
C 0.23348 2.16682 6.32428
C 1.59002 2.22531 6.58965
C 2.37770 3.06152 5.75596
N -0.56555 1.16549 7.04907
O -1.77328 1.22668 6.85626
O -0.05278 0.38059 7.83232
H 2.33937 4.60262 4.24447
H -0.09441 4.64250 4.06959
H -1.43980 2.85970 5.19282
H 2.05521 1.57045 7.33412
H 3.45827 3.02144 5.92401
C -3.19915 1.34001 -6.25661
C -2.01145 0.74685 -6.85683
C -1.59944 1.25898 -8.10648
C -2.49085 2.12345 -8.76287
C -3.71200 2.48198 -8.26689
C -4.00029 2.14125 -6.95811
N -2.14050 2.65778 -10.11378
O -0.99937 3.03226 -10.33728
O -3.07162 2.56193 -10.92809
H -3.35291 0.98909 -5.23528
H -1.44737 -0.06289 -6.36592
H -0.75609 0.88703 -8.65159
H -4.42815 3.14150 -8.72902
H -4.92925 2.44095 -6.47770
C -4.37822 -0.39922 -1.72686
C -3.65595 0.72685 -1.94164
C -4.15068 1.96575 -1.59763
C -5.35914 2.00977 -0.82931
C -6.04953 0.85942 -0.55727
C -5.56876 -0.33288 -1.02592
N -5.79663 3.32085 -0.46678
O -5.19303 4.26114 -0.99782
O -6.68547 3.50525 0.32808
H -4.00279 -1.30265 -2.19376
H -2.79263 0.64387 -2.65893
H -3.62395 2.90704 -1.82359
H -6.94070 0.92218 0.06480
H -6.20206 -1.23960 -0.90399

Cartesian forces (eV/Å) of the 6 atoms listed first:
C -2.29 -1.34 -1.04
O -0.05 2.23 -0.01
C 1.40 -0.62 -1.41
O 0.40 -0.37 0.41
O -0.72 -2.18 0.74
C -1.44 2.03 -0.38

---

In kJ/mol, the ΔE to the lowest compared entry with this formula, charge and spin values for the records above are, in order, 15.9, 169.3.